Molecular formula: C5H4BrNS
Method: DFT, wB97M-V/def2-TZVPD

Cartesian coordinates (Å):
C 0.8073 2.1523 -0.2046
C 0.8930 -0.0217 0.1275
C -0.5327 0.1499 0.2550
C 1.5362 -1.2018 0.2433
C -2.3032 -1.4745 0.2462
N 1.5785 1.1629 -0.1448
S -0.9338 1.7542 0.0698
Br -3.7953 -0.4439 -0.0577
H 1.1001 3.1605 -0.4179
H 2.6059 -1.2518 0.1377
H 0.9864 -2.1009 0.4523
H -1.9425 -1.8851 -0.7068

The calculation puts the HOMO energy at -7.5311 eV. The gap between HOMO and LUMO is 5.7 eV. The calculated total energy is -3219.644726 hartree.

Atomic partial charges in e from the Mulliken method, atoms 1 to 5: C -0.048; C 0.340; C 0.033; C -0.738; C -0.245